ORCA calculation (wB97M-V/def2-TZVPD) on a structure of composition C4H7NO2.

Total charge   0
E_HOMO   -7.94 eV
Orbital gap   8.13 eV
Lowest unoccupied orbital energy   0.19 eV

CARTESIAN COORDINATES (ANGSTROEM)
1 C -0.014 0.796 0.858
2 C -0.213 -0.455 0.096
3 C -1.436 -0.462 -0.819
4 O 1.690 0.805 -0.001
5 O 0.209 0.821 2.164
6 C 1.094 -0.527 -0.761
7 N 1.567 -1.133 -1.662
8 H 0.476 -0.055 2.483
9 H 2.463 1.195 -0.446
10 H -0.414 1.734 0.493
11 H -0.235 -1.313 0.776
12 H -2.368 -0.512 -0.251
13 H -1.360 -1.325 -1.482
14 H -1.458 0.431 -1.447

In elementary charge units, the natural (NBO) charges are: atom 1 (C): 0.514, atom 2 (C): -0.416, atom 3 (C): -0.592, atom 4 (O): -0.837, atom 5 (O): -0.607, atom 6 (C): 0.354, atom 7 (N): -0.532, atom 8 (H): 0.498, atom 9 (H): 0.512, atom 10 (H): 0.206, atom 11 (H): 0.227, atom 12 (H): 0.207, atom 13 (H): 0.250, atom 14 (H): 0.216